--- i ---
C24H41MoN5O6Si2 as an isolated structure, computed with the ωB97M-V functional and the def2-TZVPD basis.

Its expectation value of S² is 2.049. As for the multiplicity: 3. Its gap between HOMO and LUMO (alpha / beta) is 0.265 / 0.270 Ha. The value obtained for the LUMO energy (alpha / beta) is -0.0353 / -0.0393 Eh. Its total charge is 0.

Geometry as XYZ:
```
79
C24H41MoN5O6Si2 (the ωB97M-V functional and the def2-TZVPD basis)
Mo -0.2401 0.0452 0.2586
N -1.7383 -2.6096 -0.5407
N -0.6062 -3.3956 -0.3129
C 0.6710 -2.8509 -0.4043
O 1.6379 -3.5774 -0.3665
O 0.7301 -1.5367 -0.4539
H -2.4825 -2.9332 0.0629
H -2.0437 -2.6681 -1.5073
H -0.6430 -4.3759 -0.5444
O -2.4370 1.2437 2.6217
N -1.8329 2.1502 2.0522
O -1.9717 3.3260 2.3049
O -0.9813 1.8500 1.1073
C -2.1016 2.4590 -1.8058
Si -2.1374 0.6427 -1.3528
C -3.7583 0.3045 -0.4517
C -2.1824 -0.3511 -2.9626
C -3.2898 -0.1715 -3.8002
C -3.4093 -0.8531 -5.0035
C -2.4138 -1.7347 -5.4018
C -1.3045 -1.9283 -4.5915
C -1.1943 -1.2443 -3.3868
H -2.9463 2.6654 -2.4710
H -1.1898 2.7389 -2.3343
H -2.1895 3.0849 -0.9164
H -4.5799 0.7325 -1.0351
H -3.7807 0.7678 0.5357
H -3.9547 -0.7657 -0.3499
H -4.0797 0.5181 -3.5170
H -4.2790 -0.6963 -5.6297
H -2.5032 -2.2684 -6.3397
H -0.5209 -2.6112 -4.8958
H -0.3231 -1.4234 -2.7648
C 1.2635 3.4168 0.0349
Si 1.8074 1.6256 -0.1060
C 2.5164 1.3793 -1.8641
C 1.3438 1.5064 -2.8448
C 3.2090 0.0322 -2.0855
C 3.5137 2.5029 -2.1898
C 3.0125 1.2542 1.3333
C 3.5175 -0.1940 1.3083
C 4.2349 2.1820 1.3173
C 2.2436 1.5301 2.6375
H 2.1333 4.0781 -0.0243
H 0.7426 3.5995 0.9732
H 0.5774 3.7000 -0.7668
H 0.5707 0.7520 -2.6704
H 1.6995 1.3609 -3.8716
H 0.8688 2.4892 -2.7959
H 2.5948 -0.8186 -1.7881
H 4.1485 -0.0272 -1.5327
H 3.4556 -0.0778 -3.1479
H 3.0828 3.4969 -2.0530
H 3.8158 2.4204 -3.2410
H 4.4208 2.4395 -1.5869
H 4.2565 -0.3426 0.5212
H 2.7393 -0.9348 1.1127
H 4.0040 -0.4417 2.2599
H 4.9058 1.9593 0.4857
H 4.8097 2.0453 2.2417
H 3.9587 3.2375 1.2604
H 1.2766 1.0215 2.6965
H 2.0336 2.5947 2.7583
H 2.8435 1.2109 3.4979
N -2.8916 -3.2118 6.0407
C -1.5985 -3.1823 5.6304
O -0.7021 -3.7418 6.2218
C -1.3135 -2.4312 4.3454
C 0.0103 -2.1282 4.0734
C 0.3097 -1.4079 2.9355
N -0.6373 -1.0116 2.0768
C -1.9098 -1.3476 2.3088
C -2.2884 -2.0394 3.4420
H -3.0668 -3.6348 6.9370
H -3.5745 -2.5666 5.6883
H 0.7879 -2.4426 4.7538
H 1.3250 -1.1276 2.6989
H -2.6373 -0.9987 1.5965
H -3.3380 -2.2597 3.5776
```

---

--- ii ---
C24H41MoN5O6Si2 as an isolated structure, computed with the ωB97M-V functional and the def2-TZVPD basis.

Its expectation value of S² is 2.051. As for the multiplicity: 3. Its gap between HOMO and LUMO (alpha / beta) is 0.263 / 0.261 Ha. The value obtained for the LUMO energy (alpha / beta) is -0.0399 / -0.0403 Eh. Its total charge is 0.

Geometry as XYZ:
```
79
C24H41MoN5O6Si2 (the ωB97M-V functional and the def2-TZVPD basis)
Mo 0.1172 -0.1367 0.2231
N 1.3669 3.0198 0.4432
N 0.5540 3.4705 -0.5982
C -0.2607 2.6096 -1.3051
O -0.8005 2.9569 -2.3277
O -0.4533 1.4303 -0.7358
H 1.2990 3.6639 1.2230
H 2.3322 2.9651 0.1336
H 0.8430 4.2788 -1.1324
O -0.7628 -2.0155 2.5312
N 0.1681 -2.6168 2.0009
O 0.6062 -3.6768 2.3830
O 0.7790 -2.0326 1.0029
C 3.6309 -0.2678 0.7850
Si 2.4895 -0.3314 -0.7226
C 2.9316 -1.9139 -1.6297
C 2.9759 1.1299 -1.8257
C 3.9575 2.0513 -1.4469
C 4.2810 3.1416 -2.2454
C 3.6359 3.3256 -3.4597
C 2.6842 2.4050 -3.8748
C 2.3674 1.3226 -3.0687
H 4.6665 -0.1656 0.4500
H 3.5630 -1.2142 1.3253
H 3.4151 0.5437 1.4816
H 4.0213 -2.0061 -1.6377
H 2.5946 -1.8987 -2.6664
H 2.5117 -2.7900 -1.1350
H 4.4919 1.9215 -0.5113
H 5.0424 3.8409 -1.9225
H 3.8799 4.1758 -4.0836
H 2.1772 2.5370 -4.8216
H 1.6259 0.6186 -3.4200
C -2.0095 -3.3421 0.0645
Si -1.8534 -1.6213 -0.6747
C -1.6323 -1.8602 -2.5625
C -1.3172 -0.5532 -3.2926
C -2.8888 -2.4784 -3.1892
C -0.4684 -2.8394 -2.7542
C -3.4404 -0.6579 -0.1710
C -3.1772 -0.0184 1.1999
C -4.6192 -1.6300 -0.0226
C -3.8356 0.4468 -1.1540
H -2.7869 -3.8769 -0.4872
H -2.2945 -3.3232 1.1153
H -1.0876 -3.9178 -0.0245
H -2.1868 0.0970 -3.3702
H -0.9723 -0.7703 -4.3106
H -0.5450 0.0336 -2.7956
H -3.7593 -1.8271 -3.0967
H -3.1367 -3.4442 -2.7447
H -2.7198 -2.6457 -4.2592
H 0.4424 -2.4880 -2.2694
H -0.2556 -2.9617 -3.8223
H -0.6935 -3.8261 -2.3462
H -2.7617 -0.7259 1.9227
H -4.1081 0.3819 1.6178
H -2.4890 0.8255 1.0991
H -4.4440 -2.3731 0.7563
H -4.8370 -2.1624 -0.9500
H -5.5186 -1.0673 0.2518
H -3.0238 1.1489 -1.3475
H -4.6788 1.0132 -0.7418
H -4.1633 0.0372 -2.1101
N 0.9064 0.9627 7.2738
C 0.5772 1.8632 6.3123
O 0.3228 3.0257 6.5406
C 0.5567 1.3356 4.8989
C 1.3238 0.2626 4.4733
C 1.2277 -0.1502 3.1584
N 0.4226 0.4527 2.2802
C -0.2948 1.5124 2.6838
C -0.2560 1.9821 3.9785
H 0.8318 1.2729 8.2287
H 0.8591 -0.0248 7.0972
H 2.0053 -0.2535 5.1349
H 1.7950 -0.9905 2.7859
H -0.9037 1.9961 1.9319
H -0.8434 2.8373 4.2790
```

---

From most stable to least stable, the computed energies give ii, i.